1.
{
  "formula": "C37H55NO33S",
  "method": "the ωB97M-V functional and the def2-TZVPD basis",
  "species": ["C", "C", "C", "C", "C", "C", "C", "C", "O", "S", "O", "O", "O", "C", "C", "O", "N", "O", "H", "H", "H", "H", "H", "H", "H", "H", "H", "H", "H", "H", "H", "H", "H", "H", "H", "H", "H", "O", "C", "O", "C", "C", "O", "H", "H", "H", "H", "O", "C", "O", "C", "C", "O", "H", "H", "H", "H", "O", "C", "O", "C", "C", "O", "H", "H", "H", "H", "O", "C", "O", "C", "C", "O", "H", "H", "H", "H", "O", "C", "O", "C", "C", "O", "H", "H", "H", "H", "O", "C", "O", "C", "C", "O", "H", "H", "H", "H", "O", "C", "O", "C", "C", "O", "H", "H", "H", "H", "O", "C", "O", "C", "C", "O", "H", "H", "H", "H", "O", "C", "O", "C", "C", "O", "H", "H", "H", "H"],
  "positions_angstrom": [[0.98, 0.07, 0.60], [1.07, 0.26, -0.98], [-0.39, 0.74, -1.41], [-0.43, 1.37, -2.84], [-1.91, 1.75, -3.25], [-2.41, 3.07, -2.53], [-3.90, 2.99, -2.00], [-4.06, 2.47, -0.53], [-3.06, 1.62, 0.05], [-3.55, 0.09, 0.42], [-2.93, -0.36, 1.68], [-3.43, -0.95, -0.62], [-5.18, 0.45, 0.48], [-5.42, 1.74, -0.11], [-6.64, 1.88, -1.07], [-6.55, 1.07, -2.26], [-7.32, -0.09, -2.10], [-6.59, -1.00, -1.92], [0.37, -0.86, 0.74], [0.40, 0.89, 1.09], [1.98, 0.01, 1.09], [1.78, 1.06, -1.28], [1.28, -0.75, -1.41], [-0.66, 1.55, -0.69], [-1.06, -0.14, -1.36], [-0.07, 0.61, -3.58], [0.20, 2.29, -2.92], [-2.61, 0.89, -3.10], [-1.94, 1.97, -4.35], [-2.37, 3.88, -3.30], [-1.76, 3.34, -1.66], [-4.47, 2.39, -2.75], [-4.35, 4.02, -2.02], [-4.02, 3.39, 0.11], [-5.77, 2.32, 0.79], [-7.53, 1.50, -0.49], [-6.79, 2.94, -1.38], [-0.20, -1.16, -6.07], [-1.01, -1.74, -5.41], [-2.34, -1.76, -5.68], [-2.93, -2.72, -4.81], [-1.95, -2.77, -3.67], [-0.71, -2.45, -4.30], [-3.92, -2.39, -4.50], [-3.02, -3.67, -5.34], [-2.16, -2.03, -2.90], [-1.91, -3.76, -3.21], [4.17, -1.03, -1.28], [3.92, -2.17, -1.47], [2.66, -2.71, -1.45], [2.76, -4.04, -1.94], [4.20, -4.39, -1.67], [4.85, -3.12, -1.73], [2.07, -4.70, -1.42], [2.52, -4.04, -3.00], [4.35, -4.82, -0.68], [4.61, -5.08, -2.41], [0.26, 3.59, 0.34], [0.55, 3.69, 1.48], [-0.01, 2.96, 2.49], [0.77, 3.19, 3.66], [1.41, 4.52, 3.38], [1.50, 4.53, 1.96], [0.13, 3.21, 4.55], [1.50, 2.39, 3.76], [0.79, 5.35, 3.70], [2.39, 4.61, 3.84], [1.86, 6.32, 5.47], [1.44, 7.43, 5.46], [1.15, 8.15, 6.57], [0.90, 9.49, 6.16], [0.48, 9.32, 4.73], [1.18, 8.14, 4.34], [0.12, 9.94, 6.78], [1.82, 10.07, 6.27], [-0.59, 9.15, 4.62], [0.77, 10.17, 4.11], [4.24, -7.94, -3.89], [3.68, -7.29, -4.70], [3.80, -7.48, -6.04], [2.80, -6.67, -6.68], [2.54, -5.61, -5.65], [2.83, -6.28, -4.42], [3.18, -6.26, -7.62], [1.93, -7.29, -6.88], [3.21, -4.75, -5.75], [1.51, -5.25, -5.67], [4.08, 0.57, 6.42], [3.49, 1.46, 6.94], [2.58, 2.24, 6.30], [1.93, 3.03, 7.29], [2.93, 3.05, 8.42], [3.62, 1.82, 8.24], [1.70, 4.03, 6.92], [0.99, 2.54, 7.57], [3.64, 3.87, 8.33], [2.46, 3.09, 9.40], [8.82, -11.50, -7.06], [8.22, -10.60, -6.55], [7.33, -9.81, -7.20], [6.67, -9.01, -6.21], [7.67, -8.99, -5.08], [8.35, -10.23, -5.25], [6.46, -8.02, -6.60], [5.73, -9.50, -5.93], [8.39, -8.18, -5.17], [7.19, -8.94, -4.11], [-9.57, 7.17, -1.78], [-9.83, 6.03, -1.94], [-11.09, 5.51, -1.92], [-11.01, 4.16, -2.38], [-9.58, 3.80, -2.08], [-8.91, 5.05, -2.17], [-11.72, 3.53, -1.85], [-11.24, 4.14, -3.44], [-9.45, 3.40, -1.07], [-9.17, 3.09, -2.80], [2.12, -4.88, 9.16], [2.70, -3.87, 8.92], [3.73, -3.77, 8.03], [4.01, -2.38, 7.86], [3.49, -1.78, 9.13], [2.44, -2.67, 9.50], [5.07, -2.22, 7.72], [3.47, -2.02, 6.98], [4.24, -1.77, 9.93], [3.11, -0.77, 8.99]],
  "smiles": "CCCCCCC[C@@H]1OS(=O)(=O)O[C@@H]1CON=O.O=C1OCCO1.O=C1OCCO1.O=C1OCCO1.O=C1OCCO1.O=C1OCCO1.O=C1OCCO1.O=C1OCCO1.O=C1OCCO1.O=C1OCCO1",
  "max_force_ev_per_a": 3.70,
  "e_lumo_ha": -0.0271,
  "total_energy_ha": -4378.63956,
  "homo_energy_ev": -9.8
}


2.
{
  "formula": "C37H56F18NO13S2",
  "method": "the ωB97M-V functional and the def2-TZVPD basis",
  "species": ["C", "C", "C", "C", "N", "C", "C", "C", "C", "C", "O", "C", "S", "S", "C", "C", "C", "H", "H", "H", "H", "H", "H", "H", "H", "H", "H", "H", "H", "H", "H", "H", "H", "H", "H", "H", "H", "H", "H", "H", "H", "H", "H", "C", "C", "O", "C", "O", "C", "F", "F", "F", "H", "H", "H", "H", "H", "C", "C", "O", "C", "O", "C", "F", "F", "F", "H", "H", "H", "H", "H", "C", "C", "O", "C", "O", "C", "F", "F", "F", "H", "H", "H", "H", "H", "C", "C", "O", "C", "O", "C", "F", "F", "F", "H", "H", "H", "H", "H", "C", "C", "O", "C", "O", "C", "F", "F", "F", "H", "H", "H", "H", "H", "C", "C", "O", "C", "O", "C", "F", "F", "F", "H", "H", "H", "H", "H"],
  "positions_angstrom": [[0.65, 0.65, -1.11], [-0.54, -0.09, -1.74], [-1.74, 0.84, -1.94], [-2.56, 0.41, -3.16], [-3.99, 0.76, -3.15], [-4.28, 2.10, -2.63], [-3.56, 3.25, -3.33], [-3.14, 4.32, -2.31], [-3.06, 5.68, -2.97], [-2.34, 6.75, -2.10], [-2.38, 6.33, -0.68], [-4.79, -0.21, -2.65], [-4.35, -1.42, -1.63], [-6.47, -0.15, -3.28], [-7.65, 0.09, -1.92], [-7.50, 1.31, -1.03], [-6.48, 1.18, 0.10], [0.99, 0.11, -0.22], [0.34, 1.63, -0.77], [1.50, 0.73, -1.76], [-0.24, -0.49, -2.70], [-0.86, -0.86, -1.06], [-1.34, 1.82, -2.16], [-2.35, 0.88, -1.05], [-2.13, 0.90, -4.03], [-2.43, -0.65, -3.35], [-5.34, 2.26, -2.79], [-4.16, 2.14, -1.56], [-4.26, 3.72, -4.02], [-2.70, 2.92, -3.91], [-3.89, 4.34, -1.53], [-2.18, 4.08, -1.88], [-2.52, 5.55, -3.91], [-4.07, 6.02, -3.24], [-2.93, 7.67, -2.13], [-1.48, 6.08, -0.45], [-7.74, -0.80, -1.31], [-8.60, 0.18, -2.43], [-8.47, 1.45, -0.55], [-7.34, 2.21, -1.60], [-5.95, 2.10, 0.27], [-5.74, 0.41, -0.09], [-6.98, 0.90, 1.02], [5.94, 0.96, -6.46], [4.95, -0.15, -6.72], [4.03, -0.30, -5.62], [2.99, 0.54, -5.61], [2.76, 1.39, -6.42], [2.09, 0.22, -4.41], [2.80, 0.02, -3.29], [1.37, -0.89, -4.64], [1.24, 1.22, -4.17], [6.45, 0.80, -5.51], [6.67, 1.01, -7.25], [5.43, 1.93, -6.39], [5.46, -1.11, -6.80], [4.40, 0.01, -7.65], [3.90, 1.13, 0.17], [3.63, 0.68, 1.59], [4.76, -0.04, 2.13], [5.75, 0.68, 2.62], [5.81, 1.87, 2.69], [6.83, -0.27, 3.17], [7.08, -1.28, 2.32], [6.43, -0.80, 4.34], [7.98, 0.39, 3.39], [4.17, 0.28, -0.46], [3.01, 1.60, -0.25], [4.72, 1.85, 0.12], [2.80, -0.02, 1.61], [3.38, 1.52, 2.23], [-5.52, -4.19, -5.06], [-5.81, -4.19, -3.58], [-7.11, -4.76, -3.30], [-7.18, -6.07, -3.26], [-6.29, -6.85, -3.42], [-8.62, -6.49, -2.92], [-9.52, -5.79, -3.62], [-8.86, -6.29, -1.61], [-8.82, -7.79, -3.18], [-6.31, -3.67, -5.60], [-4.57, -3.69, -5.26], [-5.47, -5.20, -5.46], [-5.83, -3.18, -3.20], [-5.04, -4.73, -3.02], [4.79, 3.52, 6.22], [3.36, 3.22, 6.62], [2.68, 4.41, 7.07], [2.19, 5.18, 6.11], [2.25, 4.99, 4.93], [1.46, 6.38, 6.74], [2.18, 6.91, 7.75], [0.28, 5.99, 7.25], [1.24, 7.33, 5.84], [5.31, 4.02, 7.04], [5.32, 2.61, 5.96], [4.82, 4.20, 5.37], [3.35, 2.53, 7.46], [2.81, 2.75, 5.82], [-1.10, -2.05, 6.59], [-1.07, -0.74, 5.83], [0.25, -0.16, 5.83], [1.10, -0.63, 4.93], [0.89, -1.49, 4.12], [2.42, 0.13, 5.04], [2.83, 0.28, 6.31], [2.31, 1.36, 4.50], [3.40, -0.51, 4.39], [-0.72, -1.91, 7.60], [-2.12, -2.43, 6.64], [-0.47, -2.80, 6.11], [-1.72, -0.01, 6.31], [-1.42, -0.87, 4.80], [5.94, -4.03, 2.70], [4.71, -4.83, 2.35], [4.89, -5.56, 1.12], [5.54, -6.71, 1.21], [5.98, -7.21, 2.20], [5.60, -7.37, -0.18], [5.94, -6.47, -1.13], [4.41, -7.89, -0.50], [6.51, -8.35, -0.20], [6.21, -3.38, 1.88], [5.76, -3.43, 3.59], [6.79, -4.69, 2.90], [3.86, -4.17, 2.18], [4.43, -5.52, 3.15]],
  "max_force_ev_per_a": 1.43,
  "total_charge": -1,
  "e_lumo_ha": 0.0578,
  "total_energy_ha": -5070.29532,
  "homo_energy_ev": -1.0
}


3.
{
  "formula": "C37H56FN12O2P2Sm",
  "method": "the ωB97M-V functional and the def2-TZVPD basis",
  "species": ["Sm", "C", "N", "C", "C", "N", "C", "P", "C", "N", "C", "C", "N", "C", "C", "N", "C", "C", "N", "C", "H", "H", "H", "H", "H", "H", "H", "H", "H", "H", "H", "H", "H", "H", "H", "C", "C", "N", "O", "C", "C", "N", "O", "H", "H", "H", "H", "H", "H", "H", "F", "C", "C", "C", "C", "C", "C", "H", "H", "H", "H", "N", "P", "N", "C", "C", "C", "C", "C", "N", "C", "C", "C", "C", "C", "N", "C", "C", "C", "C", "C", "H", "H", "H", "H", "H", "H", "H", "H", "H", "H", "H", "H", "H", "H", "H", "H", "H", "H", "H", "H", "H", "H", "H", "H", "H", "H", "H", "H", "H", "H"],
  "positions_angstrom": [[0.04, 0.87, 0.70], [2.30, 6.34, 2.59], [1.45, 5.40, 1.83], [0.26, 5.71, 1.18], [-0.40, 4.57, 0.86], [0.34, 3.50, 1.30], [1.40, 4.01, 1.85], [2.67, 3.05, 2.87], [1.27, 2.13, 3.58], [0.53, 1.15, 3.09], [-0.03, 0.51, 4.17], [0.32, 1.13, 5.36], [1.10, 2.24, 4.97], [1.66, 3.18, 5.96], [3.23, 1.86, 1.59], [2.50, 1.45, 0.54], [3.42, 0.89, -0.34], [4.71, 1.03, 0.15], [4.55, 1.60, 1.40], [5.60, 2.03, 2.38], [2.35, 7.20, 1.96], [3.27, 5.93, 2.88], [1.73, 6.63, 3.49], [0.11, 6.70, 0.89], [-1.31, 4.53, 0.30], [-0.59, -0.39, 4.06], [0.06, 0.80, 6.38], [2.79, 3.23, 5.83], [1.35, 2.85, 6.98], [1.23, 4.18, 5.75], [3.07, 0.53, -1.33], [5.67, 0.70, -0.21], [6.49, 1.35, 2.38], [5.14, 2.09, 3.37], [5.97, 3.04, 2.14], [-3.32, 4.08, -4.36], [-2.79, 4.18, -2.97], [-3.10, 5.16, -2.20], [-4.04, 6.02, -2.86], [-1.64, 3.26, -2.61], [-0.59, 3.09, -3.68], [-1.59, 2.69, -1.46], [-0.45, 2.10, -1.07], [-4.43, 4.03, -4.39], [-3.01, 3.14, -4.82], [-3.02, 4.91, -5.02], [-4.11, 6.77, -2.25], [0.11, 3.92, -3.65], [-0.94, 2.92, -4.70], [0.05, 2.24, -3.45], [-6.37, 1.26, 2.61], [-4.98, 1.20, 2.38], [-4.32, -0.02, 2.52], [-3.04, -0.07, 1.99], [-2.42, 0.98, 1.38], [-3.13, 2.15, 1.28], [-4.38, 2.31, 1.86], [-4.81, -0.89, 2.95], [-2.50, -1.02, 2.07], [-2.73, 2.98, 0.75], [-4.93, 3.28, 1.85], [0.30, -1.13, -0.13], [0.18, -2.43, -0.98], [0.57, -3.76, -0.06], [1.46, -3.60, 1.13], [0.77, -4.17, 2.34], [0.15, -5.59, 2.13], [0.54, -6.17, 0.78], [0.22, -5.18, -0.41], [-1.46, -2.79, -1.45], [-1.84, -2.96, -2.87], [-3.28, -2.59, -3.24], [-4.28, -3.05, -2.10], [-3.91, -2.29, -0.82], [-2.48, -2.76, -0.37], [1.13, -2.53, -2.37], [2.11, -1.52, -2.78], [3.56, -2.00, -2.65], [3.70, -3.51, -2.99], [2.50, -3.87, -3.86], [1.11, -3.66, -3.31], [1.72, -2.54, 1.27], [2.46, -4.07, 0.84], [0.04, -3.37, 2.64], [1.54, -4.13, 3.10], [-0.95, -5.58, 2.31], [0.54, -6.26, 2.88], [-0.06, -7.05, 0.57], [1.57, -6.47, 0.63], [-0.90, -5.23, -0.58], [0.70, -5.51, -1.33], [-1.61, -4.01, -3.14], [-1.11, -2.40, -3.41], [-3.54, -3.04, -4.17], [-3.32, -1.49, -3.33], [-4.11, -4.18, -1.93], [-5.30, -2.89, -2.52], [-4.67, -2.44, 0.02], [-3.91, -1.22, -0.97], [-2.45, -3.79, 0.02], [-2.15, -2.17, 0.49], [2.01, -0.62, -2.13], [1.89, -1.22, -3.84], [3.85, -1.84, -1.64], [4.24, -1.49, -3.29], [3.79, -4.16, -2.11], [4.62, -3.69, -3.58], [2.58, -4.95, -4.13], [2.59, -3.37, -4.79], [0.81, -4.54, -2.82], [0.35, -3.45, -4.10]],
  "spin_multiplicity": 6,
  "max_force_ev_per_a": 2.62,
  "e_lumo_ha": [-0.0080, -0.0080],
  "total_energy_ha": -3691.44418,
  "de_lowest_kj_mol": 94.0,
  "homo_energy_ev": [-6.6, -6.6]
}